Entry 1
Entry from the OMol25 dataset: C3H4FNS in the gas phase (the ωB97M-V functional and the def2-TZVPD basis).

```
10
Properties=species:S:1:pos:R:3:nbo_charge:R:1
N 1.45 -0.29 -0.24 -0.7704
C 0.53 0.69 -0.38 0.0754
S 0.96 2.05 -1.21 -0.1593
C -0.87 0.51 0.07 -0.3471
C -1.34 -0.60 0.55 0.2750
F -0.56 -1.71 0.68 -0.3415
H 1.20 -1.16 0.27 0.4094
H 2.44 -0.12 -0.42 0.4158
H -1.49 1.39 -0.11 0.2624
H -2.34 -0.76 0.79 0.1805
```

For the orbital gap, the calculation gives 0.3101 Eh. The SMILES is NC(=S)/C=C\F. Its HOMO energy is -0.3100 hartree.

=====

Entry 2
Entry from the OMol25 dataset: a 2-piece molecular cluster, C3H4FNS overall (the ωB97M-V functional and the def2-TZVPD basis).

```
10
Properties=species:S:1:pos:R:3:nbo_charge:R:1
N 0.46 -1.52 -3.02 -0.5830
C 0.82 -0.88 -2.06 0.3088
C 1.39 -0.08 -1.20 0.0233
F 2.18 -0.50 -0.19 -0.3254
H -0.43 -1.99 -3.05 0.3775
H 1.21 0.99 -1.20 0.1991
C -1.46 1.07 2.75 -0.4668
S -0.82 0.01 1.73 0.0915
H -1.87 0.77 3.70 0.1879
H -1.48 2.14 2.53 0.1872
```

For the orbital gap, the calculation gives 0.3061 Eh. The SMILES is N=C=CF.C=S. Its HOMO energy is -0.3211 hartree.

=====

entry 1 comes first in stability; the runner-up is 0.0925 hartree higher.